The following is a DFT calculation (wB97M-V/def2-TZVPD) of a structure of composition C3H8Br2N.

Properties
gap between HOMO and LUMO	10.741	eV
energy	-144807.7519	eV
charge	+1
LUMO level	-4.40	eV

The geometry in XYZ format:
```
14
Properties=species:S:1:pos:R:3:forces:R:3
C -0.209559 -1.045531 -0.439320 0.28 -0.80 -0.34
C 0.784184 1.055677 0.310224 0.83 0.51 0.24
C -1.738674 1.248475 -0.795682 1.61 -1.10 1.18
N -0.409154 0.244073 0.189854 -2.45 1.64 -1.05
Br -2.223250 2.674484 0.342574 0.09 -0.38 -0.29
Br -0.938709 1.684760 -2.435996 -0.18 -0.04 0.26
H 0.150418 -0.915244 -1.462006 -0.05 0.12 0.12
H 0.544048 -1.609526 0.113671 -0.01 0.05 0.01
H -1.128358 -1.625113 -0.453261 -0.11 0.08 0.04
H 0.525630 2.079049 0.588535 -0.06 -0.12 -0.04
H 1.434115 0.654101 1.091837 -0.08 -0.08 -0.10
H 1.333701 1.062979 -0.631332 -0.14 -0.05 0.05
H -2.509284 0.482620 -0.884594 0.18 0.17 0.05
H -0.887458 0.158146 1.089575 0.10 0.01 -0.15
```
Forces are in eV/Å.



The following is a DFT calculation (wB97M-V/def2-TZVPD) of a structure of composition C42H59N9O2SbSi2Y.

Properties
gap between HOMO and LUMO	5.961	eV
energy	-85353.4970	eV
charge	0
LUMO level	-0.31	eV

The geometry in XYZ format:
```
116
Properties=species:S:1:pos:R:3:forces:R:3
Y 0.102214 -0.408474 0.724851 1.10 -0.82 -1.46
C -3.957891 1.069987 0.628306 0.25 -0.04 0.01
Si -2.660670 -0.202696 1.283019 -0.68 0.19 0.32
C -3.643150 -1.852539 1.076024 0.16 0.15 0.05
C -2.660155 0.134205 3.188093 -0.10 -0.09 -0.27
C -3.852446 -0.099802 3.884556 -0.04 -0.01 0.06
C -3.972725 0.139944 5.243484 -0.05 -0.01 -0.02
C -2.879291 0.625605 5.947276 0.04 0.01 0.03
C -1.689059 0.855793 5.277199 -0.05 -0.01 0.06
C -1.549268 0.621678 3.903628 0.26 0.02 0.03
Si 0.162187 1.047181 3.116848 -0.22 0.45 0.81
C 1.469978 0.466190 4.403301 -0.15 0.08 -0.11
C 0.186679 2.968285 3.351589 0.11 -0.19 -0.10
H -4.717854 1.262571 1.390037 -0.02 -0.05 0.00
H -4.461506 0.678433 -0.260629 0.02 0.00 -0.01
H -3.510624 2.032014 0.360744 -0.04 -0.01 0.03
H -4.718321 -1.701646 1.208228 -0.01 -0.01 0.04
H -3.315065 -2.601214 1.802141 -0.01 0.00 0.00
H -3.491792 -2.264377 0.072827 -0.02 0.01 -0.01
H -4.716508 -0.481231 3.346872 0.01 0.01 0.01
H -4.912790 -0.045459 5.750667 0.01 -0.01 0.00
H -2.954148 0.823961 7.010472 0.00 -0.01 -0.01
H -0.842046 1.232404 5.843383 -0.02 0.00 0.01
H 1.335561 0.941656 5.378686 0.02 -0.02 0.01
H 2.479888 0.708670 4.057836 0.00 0.01 0.00
H 1.414429 -0.616380 4.549243 0.00 0.00 0.00
H -0.084633 3.217699 4.380581 0.01 -0.01 0.01
H -0.542208 3.467326 2.703933 -0.02 0.00 0.01
H 1.177960 3.394928 3.159826 -0.01 0.02 -0.01
C 1.924816 5.362762 -0.538967 0.19 0.15 0.09
N 1.855993 3.928737 -0.711955 -0.18 -0.14 0.13
C 1.206976 3.030755 0.034918 -0.05 0.06 0.01
N 1.409989 1.819691 -0.448848 -0.18 -0.56 0.06
C 2.233090 2.043350 -1.508996 -0.13 0.12 0.03
N 2.521406 3.306651 -1.705288 0.14 0.02 -0.12
C 3.135518 5.825984 0.246558 -0.10 0.01 -0.02
C 3.176555 7.138537 0.705551 0.03 -0.07 0.00
C 4.291100 7.605978 1.385850 -0.08 0.12 -0.02
C 5.372763 6.776296 1.617936 0.18 -0.23 0.02
C 5.332803 5.458379 1.169410 -0.51 0.20 -0.18
C 4.209740 4.989372 0.484815 0.23 -0.05 0.08
C 6.449779 4.564685 1.403528 0.74 -0.28 0.27
N 7.570836 4.796017 2.009722 -0.51 0.50 -0.11
N 8.289558 3.634487 1.981998 0.23 -0.68 -0.08
C 7.568488 2.754699 1.364276 0.09 0.75 0.24
O 6.385969 3.283637 0.964747 -0.21 -0.13 -0.12
C 7.855172 1.360298 1.088409 -0.12 -0.49 -0.23
C 9.020128 0.762191 1.570023 -0.06 0.22 0.03
C 9.247486 -0.578650 1.332381 0.07 -0.09 0.00
C 8.324620 -1.337823 0.622521 -0.06 0.04 -0.07
C 7.175097 -0.744819 0.123856 -0.08 -0.07 -0.03
C 6.134003 -1.548214 -0.625244 0.24 0.01 0.15
N 4.835046 -1.423314 0.016105 -0.15 0.10 -0.19
C 3.676734 -0.988843 -0.494891 0.11 -0.05 0.02
N 2.764553 -0.927403 0.452305 -0.34 -0.02 0.10
C 3.438163 -1.351550 1.559185 0.01 0.09 -0.05
N 4.692874 -1.653408 1.333380 0.06 -0.07 0.14
C 6.945855 0.602099 0.355400 0.07 0.18 0.10
H 1.009779 5.679324 -0.038728 -0.02 0.00 -0.04
H 1.949981 5.805447 -1.534584 -0.10 -0.03 -0.02
H 0.618410 3.273061 0.907060 0.01 0.02 -0.04
H 2.601194 1.273320 -2.163834 -0.02 -0.03 -0.01
H 2.332444 7.795461 0.529994 0.01 0.02 0.01
H 4.312832 8.629137 1.737128 0.01 -0.01 0.01
H 6.252627 7.121904 2.143671 -0.03 0.05 0.01
H 4.204180 3.965724 0.136393 -0.06 0.01 -0.03
H 9.720137 1.364649 2.133448 0.02 -0.04 0.01
H 10.143003 -1.049779 1.715230 0.00 0.02 0.01
H 8.495798 -2.395918 0.466890 0.01 0.00 0.00
H 6.420830 -2.598905 -0.662891 -0.04 0.00 0.01
H 6.025522 -1.182244 -1.645986 -0.05 -0.03 -0.03
H 3.539837 -0.755451 -1.538445 0.03 0.00 0.01
H 2.987245 -1.420971 2.535205 0.00 0.00 0.00
H 6.039615 1.071062 -0.010063 -0.01 -0.02 0.00
N 0.079408 -4.585319 -1.294618 0.07 0.03 -0.08
C -0.038375 -3.480627 -0.531951 -0.11 -0.26 0.02
O 0.056651 -2.359188 -1.046931 0.11 0.58 0.31
C -0.332827 -3.697910 0.930297 0.13 0.29 0.07
C 0.240865 -2.584871 1.821058 -0.10 0.05 -0.01
H 0.211941 -4.503855 -2.288206 -0.01 0.08 0.00
H 0.004200 -5.500175 -0.891048 -0.03 0.00 0.05
H 0.007178 -4.701751 1.210624 -0.11 -0.07 -0.04
H -1.426618 -3.696619 0.995040 -0.01 -0.05 -0.03
H 1.249586 -2.893233 2.121105 0.02 0.10 0.02
H -0.345469 -2.557194 2.747773 0.01 0.03 0.01
C -4.839570 1.937120 -3.311615 0.08 -0.01 -0.04
C -3.820127 1.048019 -4.016224 0.11 -0.13 0.31
C -4.477048 -0.228079 -4.530559 0.09 0.06 0.00
Sb -2.126371 0.583417 -2.675209 0.13 0.29 -0.74
C -0.873188 -0.264075 -4.288165 -0.18 0.08 0.24
C -1.102627 -1.771216 -4.386013 -0.03 0.11 -0.05
C 0.602066 0.029612 -4.035484 -0.12 0.03 -0.10
C -1.238622 2.607174 -2.761564 -0.23 -0.25 0.08
C -1.403033 3.307778 -4.103731 0.09 -0.08 0.07
C -1.761253 3.459994 -1.607202 0.13 -0.04 -0.09
H -5.625807 2.238761 -4.010970 -0.02 0.00 0.02
H -4.385529 2.844573 -2.909932 -0.07 -0.01 -0.01
H -5.314744 1.406563 -2.483650 0.00 0.03 0.01
H -3.390131 1.589204 -4.862014 0.10 -0.01 0.04
H -4.887217 -0.819068 -3.708172 0.00 -0.03 -0.02
H -3.772829 -0.851219 -5.083235 -0.07 0.00 -0.02
H -5.301405 0.020458 -5.206203 -0.02 -0.03 0.01
H -1.188009 0.212598 -5.220981 -0.01 0.04 0.02
H -0.765082 -2.255655 -3.470389 0.01 -0.07 0.08
H -0.538876 -2.189165 -5.227747 -0.01 -0.02 0.03
H -2.154976 -2.020256 -4.531222 0.06 -0.06 0.01
H 0.892002 -0.324972 -3.040011 0.06 -0.01 -0.01
H 0.823285 1.095486 -4.113310 0.04 0.00 0.06
H 1.225466 -0.492318 -4.770477 0.03 0.00 0.04
H -0.178100 2.415192 -2.597707 0.08 -0.03 0.03
H -2.430573 3.648648 -4.243636 0.00 -0.02 -0.06
H -1.139650 2.652750 -4.937193 -0.02 0.05 -0.04
H -0.750965 4.186293 -4.156558 -0.05 0.03 -0.01
H -2.826462 3.668287 -1.724056 0.02 0.02 0.09
H -1.242290 4.425860 -1.573575 -0.02 0.01 0.01
H -1.620303 2.959851 -0.646150 -0.05 0.04 0.02
```
Forces are in eV/Å.